(1)
ORCA calculation (ωB97M-V with the def2-TZVPD basis set) on a 9-piece molecular cluster, C8H34O9 overall at a distorted geometry.

gap between HOMO and LUMO	10.406	eV
total energy	-1002.16137	hartree
SMILES string	CO.CO.CO.CO.CO.CO.CO.CO.O
relative energy (zero: lowest compared OMol25 entry of this formula, charge and spin)	103.9	kcal/mol

Last column: Löwdin charge in e.
CARTESIAN COORDINATES (ANGSTROEM)
C1 -2.03 3.72 1.87  -0.1811
O1 -1.06 4.55 1.35  -0.1250
H1 -2.99 3.93 1.39  0.0790
H2 -1.77 2.72 1.50  0.0825
H3 -2.07 3.84 2.95  0.0813
H4 -1.34 5.44 1.59  0.0765
C2 5.24 0.99 -1.96  -0.1327
O2 4.25 0.70 -0.92  -0.1359
H5 6.01 1.67 -1.60  0.0682
H6 5.73 0.08 -2.30  0.0727
H7 4.79 1.50 -2.82  0.0668
H8 3.62 1.43 -0.91  0.0443
C3 2.01 2.28 3.87  -0.1828
O3 2.77 3.44 3.67  -0.1064
H9 1.80 1.74 2.94  0.0692
H10 2.51 1.57 4.53  0.0771
H11 1.02 2.46 4.30  0.0711
H12 2.19 4.15 3.39  0.0720
C4 0.89 3.21 -2.60  -0.1524
O4 1.44 3.20 -1.30  -0.1350
H13 -0.02 2.60 -2.53  0.0711
H14 0.66 4.23 -2.89  0.0817
H15 1.58 2.65 -3.24  0.0780
H16 0.89 3.72 -0.71  0.0625
C5 -3.16 0.08 -4.06  -0.1307
O5 -3.20 0.77 -2.78  -0.1490
H17 -2.24 -0.50 -4.05  0.0653
H18 -3.90 -0.71 -4.00  0.0712
H19 -3.25 0.85 -4.83  0.0813
H20 -2.58 0.33 -2.20  0.0470
C6 1.40 -2.58 -4.12  -0.1568
O6 1.57 -3.88 -4.69  -0.1262
H21 2.30 -2.21 -3.63  0.0753
H22 1.14 -1.82 -4.86  0.0713
H23 0.61 -2.65 -3.38  0.0691
H24 0.86 -3.99 -5.33  0.0675
C7 -4.06 -3.20 3.96  -0.1491
O7 -5.46 -3.22 4.31  -0.1408
H25 -3.59 -4.18 4.00  0.0688
H26 -4.08 -2.89 2.92  0.0734
H27 -3.59 -2.51 4.66  0.0799
H28 -5.94 -3.94 3.90  0.0681
C8 0.47 -4.83 2.24  -0.1886
O8 0.04 -3.52 2.37  -0.1136
H29 0.38 -5.15 1.20  0.0815
H30 1.50 -4.97 2.58  0.0796
H31 -0.16 -5.56 2.74  0.0721
H32 0.12 -3.17 3.26  0.0815
O9 -0.74 -0.59 -0.06  -0.0490
H33 -0.76 -1.33 0.53  0.0177
H34 0.19 -0.45 -0.25  0.0303

(2)
ORCA calculation (ωB97M-V with the def2-TZVPD basis set) on C8H36B5CaO2 as an isolated structure at a distorted geometry.

gap between HOMO and LUMO (alpha / beta)	2.188 / 5.083	eV
total energy	-1277.85931	hartree
total charge	-4
multiplicity	2

Last column: Löwdin charge in e.
CARTESIAN COORDINATES (ANGSTROEM)
Ca1 10.44 18.40 11.99  1.1400
B1 9.27 18.71 9.69  -0.4869
H1 8.83 19.08 8.78  -0.0719
H2 8.50 18.26 10.30  -0.0497
H3 9.95 17.89 9.50  -0.0661
H4 9.91 19.40 10.22  -0.1074
B2 8.54 19.94 12.93  -0.4846
H5 9.52 20.34 12.74  -0.0935
H6 8.46 19.96 14.01  -0.0605
H7 7.78 20.61 12.59  -0.0672
H8 8.40 18.93 12.56  -0.0788
B3 11.95 16.39 11.22  -0.5035
H9 12.96 16.07 11.01  -0.0753
H10 12.06 17.33 11.74  -0.1279
H11 11.34 16.60 10.36  -0.0594
H12 11.45 15.62 11.78  -0.0595
B4 9.03 15.34 10.49  -0.5034
H13 8.71 16.30 10.89  -0.0876
H14 9.49 15.54 9.54  -0.0808
H15 9.75 14.88 11.15  -0.0817
H16 8.13 14.77 10.31  -0.1178
B5 9.61 16.71 13.73  -0.4956
H17 9.66 17.60 14.34  -0.0729
H18 10.64 16.59 13.44  -0.0820
H19 9.29 15.87 14.33  -0.0672
H20 8.99 16.80 12.86  -0.0678
C1 13.08 20.94 9.43  -0.2605
C2 11.94 21.74 9.76  -0.2699
C3 11.78 21.58 11.22  -0.2033
O1 12.06 20.16 11.32  -0.2715
C4 12.84 19.60 10.20  -0.1172
H21 14.02 21.43 9.66  0.0632
H22 13.18 20.77 8.36  0.0905
H23 11.02 21.42 9.29  0.1247
H24 12.04 22.79 9.47  0.0858
H25 10.77 21.76 11.59  0.1194
H26 12.51 22.19 11.76  0.0723
H27 12.39 18.86 9.54  0.1216
H28 13.78 19.23 10.62  0.1059
C5 12.41 20.71 15.67  -0.3050
C6 13.50 20.62 14.59  -0.3734
C7 13.30 19.21 14.09  -0.1902
O2 11.86 19.18 13.97  -0.2421
C8 11.23 20.04 14.97  -0.1682
H29 12.40 21.68 16.17  0.0096
H30 12.75 20.08 16.49  0.0663
H31 14.50 20.91 14.91  -0.0219
H32 13.23 21.40 13.87  0.0731
H33 13.66 18.32 14.61  0.1123
H34 13.64 19.06 13.06  0.0983
H35 10.63 19.37 15.58  0.1064
H36 10.46 20.68 14.51  0.0825

(3)
ORCA calculation (ωB97M-V with the def2-TZVPD basis set) on a 11-piece molecular cluster, C8H36O10 overall at a distorted geometry.

gap between HOMO and LUMO	9.113	eV
total energy	-1078.62813	hartree
SMILES string	C/C=C(\C)CCCC.O.O.O.O.O.O.O.O.O.O
relative energy (zero: lowest compared OMol25 entry of this formula, charge and spin)	122.0	kcal/mol

Last column: Löwdin charge in e.
CARTESIAN COORDINATES (ANGSTROEM)
C1 1.53 2.17 2.27  -0.1085
C2 0.36 2.19 1.32  -0.0851
C3 0.39 1.46 0.14  -0.2617
C4 1.55 0.69 -0.47  -0.0548
C5 -0.79 1.61 -0.79  -0.2340
C6 -0.58 1.90 -2.22  -0.2512
C7 -1.14 0.91 -3.32  -0.2776
C8 -0.20 0.86 -4.58  -0.1249
H1 1.79 3.24 2.74  0.1340
H2 1.45 1.58 3.18  0.0638
H3 2.35 1.76 1.74  0.0027
H4 -0.41 2.78 1.73  0.0786
H5 1.56 -0.41 -0.34  0.0766
H6 2.43 0.83 0.21  0.0657
H7 1.69 1.11 -1.52  0.1022
H8 -1.50 2.42 -0.38  0.1393
H9 -1.50 0.68 -0.84  0.1340
H10 0.54 2.08 -2.46  0.1054
H11 -1.03 2.90 -2.41  0.1196
H12 -2.33 1.08 -3.62  0.1541
H13 -1.21 -0.19 -2.95  0.0546
H14 -0.76 0.44 -5.51  0.0926
H15 0.42 0.00 -4.36  0.0452
H16 0.40 1.86 -4.60  0.0940
O1 -1.98 -3.22 2.79  -0.0767
H17 -1.53 -3.96 2.30  0.0408
H18 -2.11 -3.54 3.69  0.0880
O2 4.75 0.96 -0.54  -0.0351
H19 3.99 0.82 -1.03  -0.0488
H20 4.97 0.02 -0.28  0.0908
O3 -1.84 1.97 4.40  -0.0362
H21 -1.11 1.78 3.81  0.0099
H22 -2.65 1.95 3.93  0.0144
O4 -0.60 -1.31 -1.34  -0.0927
H23 0.01 -0.53 -1.54  0.0550
H24 -0.86 -1.13 -0.45  -0.0107
O5 4.28 3.30 1.59  -0.0017
H25 4.46 2.45 1.85  -0.0201
H26 4.14 3.34 0.67  0.0075
O6 -0.13 -4.86 1.80  0.0486
H27 -0.47 -5.42 1.17  0.0326
H28 0.27 -4.17 1.42  -0.0689
O7 -0.86 -1.23 1.67  0.0017
H29 -0.98 -2.07 2.05  -0.0270
H30 -1.37 -0.59 2.02  -0.0238
O8 1.17 -2.96 0.39  -0.0630
H31 1.06 -2.15 0.98  0.0648
H32 0.70 -2.60 -0.36  0.0088
O9 -2.99 -1.61 -3.32  -0.1356
H33 -2.51 -2.28 -3.91  0.0786
H34 -2.63 -1.73 -2.36  0.0577
O10 -3.53 -1.40 1.93  -0.0709
H35 -3.25 -1.92 2.65  -0.0347
H36 -3.43 -1.85 1.04  0.0821